No. 1
Computed, not measured: a structure of composition C18H28N3ReSbSe4Te at a distorted geometry, with ωB97M-V/def2-TZVPD.

Structure (XYZ):
```
56
Properties=species:S:1:pos:R:3:forces:R:3
Re -0.7936 -0.3035 -0.0846 1.9 -1.0 1.2
C -1.4433 2.2379 4.5015 0.0 0.0 -0.1
C -1.6200 0.7966 4.0374 -0.1 0.0 0.1
C -3.0859 0.3834 4.1267 0.0 0.0 0.0
C -0.7287 -0.1393 4.8515 0.0 0.0 0.0
N -1.2238 0.8247 2.5978 0.1 0.0 -0.2
N -1.3756 -0.4549 1.9444 -0.8 0.0 -0.3
H -1.6759 2.3167 5.5625 0.0 0.0 0.0
H -2.1015 2.9057 3.9474 0.0 0.0 0.0
H -0.4117 2.5717 4.3651 0.0 0.0 0.0
H -3.4574 0.5747 5.1323 0.0 0.0 0.0
H -3.2377 -0.6847 3.9443 0.0 0.0 0.0
H -3.6947 0.9640 3.4303 0.0 0.0 0.0
H -1.0347 -0.1236 5.8973 0.0 0.0 0.0
H 0.3168 0.1751 4.8131 0.0 0.0 0.0
H -0.7976 -1.1848 4.5354 0.0 0.0 0.0
H -0.2481 1.0925 2.5137 0.0 0.0 0.1
H -2.3897 -0.5987 1.9334 -0.2 -0.1 0.1
H -1.0012 -1.2455 2.4775 0.3 0.1 0.1
Se -5.2707 -3.1089 -2.4314 0.6 -0.2 0.3
Sb -6.2360 -1.3654 -1.2191 -2.2 0.8 -2.3
Se -7.8961 -0.0038 -2.4193 1.0 -0.8 1.0
Se -5.4845 -0.2174 0.7265 1.8 0.3 0.5
Se -2.7762 -0.3525 -1.0054 -2.0 0.3 -0.1
C 0.3820 -1.3189 -3.4053 -0.1 -0.1 -0.2
Te 0.1132 -2.4122 -1.5729 -0.2 0.2 0.0
C 2.2510 -2.2879 -1.4127 0.0 0.1 0.0
C 2.7070 -2.0767 -2.8370 0.0 0.0 0.0
C 4.0311 -2.3206 -3.1869 0.0 0.0 0.0
C 4.4593 -2.0824 -4.4820 0.0 0.0 0.0
C 3.5677 -1.6056 -5.4347 0.0 0.0 0.0
C 2.2475 -1.3668 -5.0919 -0.1 0.0 0.0
C 1.8137 -1.5990 -3.7907 0.1 0.0 0.1
H 0.1717 -0.2627 -3.2401 0.0 0.0 0.0
H -0.3330 -1.7253 -4.1187 0.0 0.0 0.0
H 2.5936 -3.2249 -0.9792 0.0 0.0 0.0
H 2.5318 -1.4540 -0.7740 0.0 0.0 0.1
H 4.7257 -2.7023 -2.4489 0.0 0.0 0.0
H 5.4876 -2.2791 -4.7524 0.0 0.0 0.0
H 3.8996 -1.4316 -6.4489 0.0 0.0 0.0
H 1.5506 -1.0070 -5.8386 0.0 0.0 0.0
C 1.9868 -0.0135 1.3843 -0.1 0.1 0.0
C 1.6608 1.1027 0.4339 0.1 -0.4 0.1
C 2.3418 2.2041 0.0838 -0.1 0.1 -0.1
C 1.5249 2.9614 -0.8491 0.0 0.0 0.0
C 0.3675 2.3054 -1.0549 0.0 0.2 0.0
C -0.8217 2.6715 -1.8725 0.0 0.0 0.0
N 0.4126 1.1150 -0.2746 -0.2 0.6 -0.4
H 3.0541 -0.2302 1.3708 0.0 0.0 0.0
H 1.4812 -0.9549 1.1212 0.0 0.0 0.0
H 1.7259 0.2131 2.4207 0.0 0.0 0.0
H 3.3222 2.4853 0.4356 0.0 0.0 0.0
H 1.7990 3.9024 -1.2990 0.0 0.0 0.0
H -0.6047 3.5770 -2.4344 0.0 0.0 0.0
H -1.6916 2.8661 -1.2421 0.0 0.0 0.0
H -1.0914 1.8911 -2.5873 0.0 0.0 0.0
```
Forces are in eV/Å.

## Properties
- 2S+1 = 2
- expectation value of S² = 1.04
- frontier orbital gap (spin up / spin down) (eV) = 4.282 / 2.921
- DFT total energy (eV) = -300917.532
- energy relative to the best compared isomer or geometry (same formula, charge and spin) (kcal/mol) = 103.7
- net charge = +2

Charges in e, computed with Löwdin, in the same order as the atoms:
1. Re 0.736
2. C -0.024
3. C -0.619
4. C -0.037
5. C -0.030
6. N -0.023
7. N -0.117
8. H 0.104
9. H 0.096
10. H 0.091
11. H 0.106
12. H 0.085
13. H 0.080
14. H 0.105
15. H 0.088
16. H 0.078
17. H 0.088
18. H 0.049
19. H 0.117
20. Se 0.011
21. Sb -0.071
22. Se 0.071
23. Se 0.071
24. Se 0.305
25. C -0.343
26. Te 1.422
27. C -0.349
28. C -0.293
29. C -0.019
30. C -0.039
31. C -0.039
32. C -0.017
33. C -0.292
34. H 0.053
35. H 0.078
36. H 0.076
37. H 0.043
38. H 0.126
39. H 0.121
40. H 0.121
41. H 0.127
42. C -0.046
43. C -0.337
44. C 0.025
45. C 0.023
46. C -0.318
47. C -0.042
48. N -0.171
49. H 0.106
50. H 0.037
51. H 0.077
52. H 0.134
53. H 0.132
54. H 0.100
55. H 0.084
56. H 0.055

No. 2
Computed, not measured: the molecule C7H14N2O4S at a distorted geometry, with ωB97M-V/def2-TZVPD.

Structure (XYZ):
```
28
Properties=species:S:1:pos:R:3:forces:R:3
C -1.3849 4.0517 -0.1525 -0.5 -0.6 -0.5
C -0.4297 3.1207 -0.2528 -0.1 0.5 2.6
C -0.5035 1.7547 0.4165 0.9 3.1 -3.0
O -1.6962 1.4540 0.9002 0.7 -2.9 0.4
N 0.5795 1.1224 0.1266 -1.4 -0.2 0.5
C 0.7375 -0.2194 0.5125 1.3 -1.7 -4.3
C 2.1278 -0.8758 -0.5564 -0.2 3.1 1.9
S 3.5705 0.1691 0.0772 -2.0 -0.5 0.7
O 3.5135 0.3022 1.5356 0.0 0.0 -2.1
O 4.7641 -0.2817 -0.5608 0.1 0.1 0.2
O 3.2084 1.5293 -0.6789 -0.5 1.4 0.2
N -0.4319 -1.0487 0.4095 0.3 0.4 -0.2
C -0.8838 -1.1577 -0.9656 -1.5 0.1 -1.1
C -0.2633 -2.3531 0.9948 2.1 -1.4 0.7
H -1.4389 4.9847 -0.7012 0.7 0.1 0.2
H -2.3074 3.8458 0.3876 0.1 -0.3 -0.2
H 0.6285 3.3106 -0.4205 -0.5 0.4 -1.1
H -1.6371 0.4370 0.9505 -0.5 1.1 0.4
H 1.1613 -0.1595 1.4283 1.3 -0.8 3.2
H 2.0959 -0.4424 -1.5946 -0.4 -1.0 1.0
H 2.4341 -1.9231 -0.4341 -0.4 0.4 -0.2
H 2.3776 2.0931 -0.4555 1.5 -2.2 0.2
H -1.5314 -0.2768 -1.2713 0.7 -1.0 0.3
H -0.0708 -1.2386 -1.6921 0.1 0.1 0.1
H -1.4714 -2.1069 -1.0785 0.2 1.1 0.1
H 0.6251 -3.0006 0.5458 -0.9 1.7 1.0
H -0.1409 -2.2405 2.1479 -0.5 -0.7 -2.1
H -1.0325 -2.9847 0.5656 -0.8 0.0 1.2
```
Forces are in eV/Å.

## Properties
- frontier orbital gap (eV) = 9.970
- DFT total energy (eV) = -29487.777
- energy relative to the best compared isomer or geometry (same formula, charge and spin) (kcal/mol) = 111.7

Charges in e, computed with Löwdin, in the same order as the atoms:
1. C 0.046
2. C -0.078
3. C -0.407
4. O 0.098
5. N 0.087
6. C -0.290
7. C -0.077
8. S 0.591
9. O -0.317
10. O -0.289
11. O -0.228
12. N -0.271
13. C -0.076
14. C -0.093
15. H 0.060
16. H 0.065
17. H 0.090
18. H 0.135
19. H 0.090
20. H 0.085
21. H 0.069
22. H 0.112
23. H 0.110
24. H 0.079
25. H 0.099
26. H 0.117
27. H 0.130
28. H 0.063

No. 3
Computed, not measured: a cluster of 3 separate species, C32H53I2N4O5 in total at a distorted geometry, with ωB97M-V/def2-TZVPD.

Structure (XYZ):
```
96
Properties=species:S:1:pos:R:3:forces:R:3
C -4.5238 -2.2001 1.7788 0.1 0.0 -0.3
C -4.0971 -2.3744 0.3108 0.5 0.5 0.4
C -4.3334 -1.0906 -0.4836 -0.4 -0.5 0.1
C -4.0259 -1.1384 -2.0130 -0.1 0.7 0.3
C -2.6614 -0.6360 -2.4115 -0.8 -1.0 0.1
C -1.6845 -1.3462 -3.1416 0.4 0.4 0.5
C -1.8544 -2.7418 -3.7102 -0.8 0.6 -0.7
I -2.1578 -4.2875 -2.2660 0.2 0.2 0.0
C -2.9074 -2.6922 -4.8952 0.4 -0.7 0.3
C -4.0645 -3.6821 -4.8437 -0.2 0.3 -0.6
I -1.8195 -3.1294 -6.7254 -0.1 0.2 0.1
C -0.4942 -0.6666 -3.4224 0.3 -0.2 0.1
C 0.6258 -1.2924 -4.2323 0.1 -0.4 -0.4
O 0.9522 -0.8006 -5.2617 0.0 0.2 0.0
O 1.1769 -2.4378 -3.7279 0.0 0.9 0.4
C -0.2589 0.6540 -3.0136 -0.3 -0.7 -0.1
C -1.2433 1.2840 -2.3276 0.4 0.8 0.1
N -2.3894 0.6352 -2.0630 0.7 0.0 -0.4
O -3.3531 1.3850 -1.3852 0.0 0.4 -0.3
C -4.1385 2.0192 -2.2449 -0.2 -0.6 0.3
N -4.9408 2.4510 -2.9439 0.1 0.3 -0.1
H -5.5904 -2.3688 1.9163 0.0 0.0 0.1
H -4.2872 -1.1965 2.1405 0.0 0.0 0.0
H -3.9543 -2.8909 2.3988 -0.2 -0.1 0.1
H -4.5960 -3.2333 -0.1351 0.0 0.0 -0.1
H -3.0207 -2.5586 0.3286 0.0 -0.3 -0.2
H -3.7872 -0.2993 0.0285 0.0 0.0 -0.1
H -5.3918 -0.8328 -0.3892 0.0 0.1 0.0
H -4.2387 -2.1135 -2.4341 0.2 -0.1 0.0
H -4.7333 -0.4446 -2.4842 0.0 -0.1 -0.1
H -0.9085 -3.0040 -4.1601 0.0 -0.2 0.3
H -3.2467 -1.6673 -5.0224 -0.1 0.0 0.0
H -4.6980 -3.5752 -3.9632 0.1 0.0 0.1
H -3.7114 -4.7066 -4.9335 0.0 0.0 0.2
H -4.6901 -3.5042 -5.7210 0.0 0.0 0.1
H 1.8877 -2.1472 -3.1249 0.2 -0.6 0.0
H 0.6638 1.1604 -3.2529 0.0 0.0 0.0
H -1.1332 2.3116 -2.0085 -0.4 0.0 0.2
C 5.6726 -3.9962 1.0989 -0.1 0.1 0.2
C 5.7702 -3.1799 -0.2036 0.4 -1.3 0.9
C 6.9578 -2.2162 -0.1499 0.0 0.6 -0.1
C 6.7240 -1.0051 0.7506 -0.1 -0.1 0.0
C 5.4330 -0.2873 0.3613 0.4 0.0 -0.2
C 4.2183 -1.2169 0.3389 -0.8 0.2 1.4
N 4.4919 -2.4484 -0.4640 1.2 1.3 -1.5
O 4.4047 -2.1720 -1.7325 -0.8 -0.4 0.2
C 3.8158 -1.5671 1.7880 0.1 -0.1 0.1
C 3.0112 -0.4784 -0.2368 -0.1 0.0 -0.6
C 6.0242 -4.2172 -1.2962 -0.2 0.2 -0.4
H 5.5494 -3.4004 1.9982 0.0 0.0 -0.1
H 4.8428 -4.7026 1.0463 0.0 0.0 0.0
H 6.5869 -4.5718 1.2409 0.0 0.0 -0.1
H 7.1779 -1.8588 -1.1610 -0.1 0.0 0.0
H 7.8440 -2.7599 0.1812 -0.1 -0.1 0.0
H 6.6974 -1.3109 1.7998 0.0 0.0 0.0
H 7.5637 -0.3147 0.6576 0.0 0.0 0.0
H 5.2418 0.5349 1.0547 -0.1 0.0 0.0
H 5.5660 0.1648 -0.6272 -0.1 -0.1 0.0
H 3.1415 -2.4244 1.8133 0.0 0.0 0.0
H 3.2931 -0.7256 2.2433 0.0 0.1 -0.1
H 4.6621 -1.7691 2.4386 0.0 -0.1 -0.1
H 3.2048 -0.0813 -1.2345 0.1 -0.1 0.0
H 2.7619 0.3680 0.4021 0.1 0.0 0.1
H 2.1374 -1.1354 -0.2846 0.0 0.0 0.0
H 5.1754 -4.8942 -1.4034 0.0 0.0 0.0
H 6.8973 -4.8113 -1.0307 0.0 0.0 0.1
H 6.2219 -3.7609 -2.2645 -0.1 0.0 0.0
C -1.1124 5.9166 3.4346 0.0 0.0 -0.3
C -1.1952 4.4700 3.9574 0.5 1.5 0.1
C 0.0218 3.6612 3.5012 0.0 -0.5 -0.3
C -0.0201 3.2719 2.0235 -0.1 0.0 0.0
C -1.3320 2.5571 1.6973 0.4 -0.1 0.3
C -2.5689 3.3603 2.1073 -0.6 0.7 -1.4
N -2.4684 3.8226 3.5192 0.9 -2.0 0.6
O -2.7556 2.8349 4.3142 -0.4 0.6 -0.1
C -2.7505 4.5477 1.1346 0.1 0.1 0.0
C -3.8214 2.5055 1.9325 -0.1 -0.4 0.4
C -1.1585 4.6024 5.4787 -0.2 -0.4 0.2
H -1.0674 6.0059 2.3528 0.0 0.0 0.0
H -1.9661 6.4977 3.7849 0.0 0.0 0.0
H -0.2098 6.3950 3.8146 0.0 -0.1 0.1
H 0.0910 2.7458 4.0978 -0.1 0.0 0.0
H 0.9292 4.2304 3.7093 -0.1 0.1 0.1
H 0.1089 4.1566 1.3935 0.0 0.0 0.0
H 0.8209 2.6119 1.7966 0.0 0.0 0.0
H -1.3834 2.3428 0.6234 -0.1 0.1 0.0
H -1.3401 1.5880 2.2079 -0.1 0.0 0.1
H -3.4427 5.2853 1.5401 0.0 0.0 0.0
H -3.1682 4.1958 0.1889 -0.1 -0.1 0.1
H -1.8203 5.0479 0.8750 0.0 0.0 0.1
H -3.7726 1.5726 2.4934 0.0 0.1 0.1
H -3.9429 2.2390 0.8832 0.1 0.1 -0.1
H -4.7168 3.0430 2.2469 0.0 0.0 0.0
H -2.0388 5.1283 5.8495 0.0 0.0 0.0
H -0.2772 5.1732 5.7689 0.0 0.1 -0.1
H -1.1023 3.6370 5.9784 -0.1 0.0 -0.1
```
Forces are in eV/Å.

## Properties
- 2S+1 = 3
- expectation value of S² = 2.01
- frontier orbital gap (spin up / spin down) (eV) = 5.831 / 6.707
- DFT total energy (eV) = -66429.816
- net charge = +1

Charges in e, computed with Löwdin, in the same order as the atoms:
1. C -0.088
2. C -0.286
3. C -0.176
4. C -0.076
5. C -0.059
6. C -0.121
7. C -0.727
8. I 1.050
9. C -0.762
10. C -0.246
11. I 0.938
12. C -0.007
13. C -0.479
14. O 0.198
15. O 0.099
16. C 0.073
17. C 0.041
18. N 0.024
19. O 0.042
20. C -0.264
21. N 0.245
22. H 0.080
23. H 0.066
24. H 0.076
25. H 0.096
26. H 0.074
27. H 0.097
28. H 0.131
29. H 0.078
30. H 0.128
31. H -0.012
32. H 0.073
33. H 0.054
34. H 0.052
35. H 0.075
36. H 0.133
37. H 0.151
38. H 0.162
39. C -0.028
40. C -0.494
41. C -0.130
42. C -0.166
43. C -0.132
44. C -0.490
45. N -0.073
46. O -0.039
47. C -0.032
48. C -0.059
49. C -0.042
50. H 0.056
51. H 0.094
52. H 0.092
53. H 0.127
54. H 0.128
55. H 0.107
56. H 0.117
57. H 0.127
58. H 0.126
59. H 0.095
60. H 0.084
61. H 0.063
62. H 0.071
63. H 0.078
64. H 0.085
65. H 0.092
66. H 0.092
67. H 0.081
68. C -0.028
69. C -0.494
70. C -0.129
71. C -0.170
72. C -0.135
73. C -0.486
74. N -0.077
75. O -0.009
76. C -0.026
77. C -0.036
78. C -0.039
79. H 0.055
80. H 0.096
81. H 0.091
82. H 0.127
83. H 0.127
84. H 0.105
85. H 0.106
86. H 0.096
87. H 0.127
88. H 0.101
89. H 0.072
90. H 0.061
91. H 0.076
92. H 0.055
93. H 0.102
94. H 0.095
95. H 0.091
96. H 0.082

No. 4
Computed, not measured: a cluster of 4 separate species, C9H20BrIO8S in total at a distorted geometry, with ωB97M-V/def2-TZVPD.

Structure (XYZ):
```
40
Properties=species:S:1:pos:R:3:forces:R:3
O 3.6426 0.9492 -0.1374 -0.9 -0.4 -1.3
C 3.0306 0.6459 -1.1287 1.2 0.6 1.5
Br 3.0328 1.9065 -2.6245 0.0 -0.2 0.1
C 2.3088 -0.6644 -1.3092 0.3 0.3 -0.4
C 0.8961 -0.7600 -0.7188 0.1 1.2 -0.2
C 0.5869 0.2158 0.4424 -1.4 -0.3 0.2
I -0.3021 -0.9734 2.0393 0.4 0.2 0.0
C -0.3905 1.3680 0.0717 -0.8 -0.4 0.5
O -1.7415 1.0204 0.3461 -0.1 0.0 -0.4
C -0.3315 1.6763 -1.4005 0.4 -0.4 -0.2
O -1.0485 0.6540 -2.1164 0.4 -0.2 0.3
S -0.3772 -0.7841 -2.0380 -0.3 -0.8 -0.4
O -1.3693 -1.7126 -1.6302 -0.6 -0.1 0.6
O 0.2522 -1.0564 -3.2866 0.6 0.4 -0.4
H 2.9184 -1.3981 -0.8056 0.3 -0.1 0.4
H 2.3365 -0.9247 -2.3579 -0.3 0.0 -0.3
H 0.7990 -1.7494 -0.3172 -0.2 -0.6 -0.2
H 1.4548 0.6398 0.9158 0.5 -0.1 -0.2
H -0.1953 2.2643 0.6436 0.7 0.2 0.1
H -2.0508 1.5756 1.0579 -0.2 0.1 0.4
H 0.6879 1.6795 -1.7689 0.1 0.4 0.0
H -0.8025 2.6150 -1.6308 -0.3 0.2 -0.2
C -4.2849 -1.0709 2.5109 -0.1 0.1 0.3
O -3.8316 -0.6434 3.8029 0.1 0.1 -0.2
H -3.4811 -0.9140 1.7968 0.1 0.0 0.0
H -4.5401 -2.1323 2.5341 0.0 0.0 -0.1
H -5.1567 -0.4868 2.2064 0.0 -0.1 -0.1
H -4.5527 -0.7939 4.4179 0.0 0.0 0.1
C 3.2939 -1.2026 -5.6579 0.2 0.0 0.1
O 3.8556 -0.5245 -4.5340 -0.1 -0.2 -0.1
H 2.2143 -1.2058 -5.5342 0.0 0.0 0.1
H 3.5455 -0.6861 -6.5875 -0.1 0.0 0.0
H 3.6492 -2.2349 -5.7085 -0.1 0.0 -0.1
H 4.8095 -0.5219 -4.6406 0.1 0.0 0.0
C -1.2111 0.6979 5.7177 -0.4 0.1 -0.2
O -1.8373 1.8014 5.0705 0.1 0.1 0.1
H -0.2624 1.0303 6.1314 0.0 0.1 0.0
H -1.8450 0.3224 6.5257 0.1 -0.1 0.1
H -1.0354 -0.0968 4.9931 0.1 -0.2 0.1
H -2.6673 1.4744 4.7094 0.0 -0.1 -0.1
```
Forces are in eV/Å.

## Properties
- frontier orbital gap (eV) = 9.630
- DFT total energy (eV) = -115012.928
- energy relative to the best compared isomer or geometry (same formula, charge and spin) (kcal/mol) = 6.7

Charges in e, computed with Löwdin, in the same order as the atoms:
1. O 0.038
2. C -0.749
3. Br 0.799
4. C -0.151
5. C -0.360
6. C -0.557
7. I 1.038
8. C -0.389
9. O -0.101
10. C -0.144
11. O -0.187
12. S 0.633
13. O -0.247
14. O -0.256
15. H 0.136
16. H 0.085
17. H 0.066
18. H 0.066
19. H 0.156
20. H 0.092
21. H 0.034
22. H 0.142
23. C -0.145
24. O -0.148
25. H 0.033
26. H 0.080
27. H 0.079
28. H 0.074
29. C -0.140
30. O -0.184
31. H 0.074
32. H 0.077
33. H 0.077
34. H 0.073
35. C -0.171
36. O -0.138
37. H 0.078
38. H 0.077
39. H 0.014
40. H 0.048

No. 5
Computed, not measured: the molecule C6H10O at a distorted geometry, with ωB97M-V/def2-TZVPD.

Structure (XYZ):
```
17
Properties=species:S:1:pos:R:3:forces:R:3
C -2.0541 -0.5270 0.2419 -0.1 -0.1 0.0
C -0.8474 -0.0148 -0.5155 -0.2 -0.2 0.0
O -0.5606 1.2938 -0.0317 0.1 0.0 -0.3
C 0.7709 1.5956 -0.3143 2.4 -2.0 0.0
C 1.5636 0.1651 -0.2286 -0.5 1.1 0.6
C 1.1595 -0.6279 0.9727 -0.1 -0.1 0.3
C 0.4364 -0.8156 -0.3313 -0.2 0.0 0.0
H -2.9016 0.1549 0.1215 0.1 -0.1 0.0
H -1.8245 -0.6152 1.3092 0.0 0.0 -0.2
H -2.3461 -1.5119 -0.1348 0.0 0.1 0.0
H -1.0716 0.0404 -1.5944 0.0 0.0 0.1
H 1.0766 1.7747 -1.3441 -1.0 1.0 -0.5
H 1.0906 2.4051 0.3578 0.1 -0.4 -0.2
H 2.5328 -0.0450 -0.7200 -0.7 0.6 0.3
H 0.6446 -0.0877 1.7656 0.1 -0.1 -0.1
H 1.8069 -1.4270 1.3151 -0.1 0.0 -0.1
H 0.5241 -1.7575 -0.8693 0.1 0.2 0.1
```
Forces are in eV/Å.

## Properties
- frontier orbital gap (eV) = 10.906
- DFT total energy (eV) = -8430.278
- energy relative to the best compared isomer or geometry (same formula, charge and spin) (kcal/mol) = 22.2

Charges in e, computed with Löwdin, in the same order as the atoms:
1. C -0.032
2. C -0.372
3. O -0.104
4. C -0.148
5. C -0.176
6. C -0.085
7. C -0.209
8. H 0.082
9. H 0.084
10. H 0.083
11. H 0.150
12. H 0.107
13. H 0.126
14. H 0.138
15. H 0.112
16. H 0.100
17. H 0.143